(1)
Here is C5H6BiCl2O3STi as an isolated structure from the OMol25 dataset. Energies are from ωB97M-V/def2-TZVPD.

Cartesian coordinates (Å):
1 H 2.121 0.498 3.252
2 C 0.229 -2.584 -5.310
3 H 0.535 0.138 4.064
4 S 0.340 0.854 1.779
5 O -0.604 0.261 -6.379
6 O -1.600 -2.327 1.287
7 O 0.154 -2.551 -6.458
8 H -0.604 1.838 3.744
9 C 1.150 -0.018 3.164
10 Bi -0.310 -1.220 -3.285
11 Ti -0.006 -0.084 -0.283
12 H -1.255 2.650 2.289
13 C -0.968 -1.557 0.654
14 H 1.284 -1.074 2.894
15 Cl 1.818 -1.290 -0.972
16 H 0.428 2.984 2.881
17 C -0.357 2.224 2.770
18 C -0.513 0.200 -5.218
19 Cl -1.842 1.057 -0.874

Summary:
Orbital gap (alpha / beta): 0.2164 / 0.2936 hartree
Charge: +4
Spin multiplicity: 2
E_HOMO (alpha / beta): -0.897 / -0.955 hartree
Electronic energy: -76207.735 eV

=====

(2)
Here is a 10-piece molecular cluster, C42H101N3O10 overall from the OMol25 dataset. Energies are from ωB97M-V/def2-TZVPD.

Cartesian coordinates (Å):
1 H 0.425 5.399 -4.516
2 C -0.810 0.196 -0.808
3 H -2.200 2.904 5.734
4 C 0.264 8.219 -4.691
5 C -3.983 -8.688 1.007
6 H -0.084 -3.568 -0.916
7 C -1.574 -2.485 0.189
8 H -3.273 -3.534 1.379
9 C -0.915 -3.791 -0.247
10 H 5.901 -3.578 -2.172
11 H 4.884 -2.308 -2.355
12 C -8.719 0.725 3.038
13 H 0.628 7.100 -2.959
14 H 4.658 0.610 6.185
15 H 4.641 -3.824 -3.273
16 H -2.776 -0.808 -3.374
17 H 9.703 -1.886 -6.575
18 H -2.097 4.121 9.930
19 H -2.076 0.767 -3.028
20 H 9.975 -1.071 -4.346
21 H -0.241 5.453 -8.223
22 H -3.589 -7.759 1.418
23 H -2.215 -2.623 2.426
24 H 5.959 -0.978 -5.652
25 H 0.471 0.290 1.052
26 H 1.329 7.638 -9.069
27 C 3.714 3.540 4.576
28 H 4.091 4.148 5.399
29 H -3.552 -9.622 1.368
30 H 1.458 -3.775 5.341
31 C 8.798 -2.398 -6.247
32 H 2.634 3.683 4.581
33 C -2.224 2.482 6.738
34 H -3.270 0.399 0.267
35 H 7.922 0.025 -4.669
36 H 1.555 9.801 -4.068
37 H -1.035 1.262 -0.765
38 H 4.437 2.275 6.765
39 C 4.086 1.528 6.053
40 C 1.763 7.387 -8.101
41 H -2.961 -2.866 -2.232
42 C 0.916 6.959 -6.859
43 C -1.970 -0.302 -2.843
44 C -3.356 0.354 -0.819
45 H 2.149 5.303 -4.038
46 N -2.155 -1.884 -1.049
47 C 1.892 6.103 -5.977
48 H -8.168 -0.060 3.556
49 H -2.184 -6.745 8.436
50 H 3.077 1.426 6.453
51 C -0.371 -1.622 0.771
52 H -5.919 -7.163 -0.392
53 H -3.188 -2.948 9.056
54 H -3.197 -6.644 7.029
55 H 9.411 -1.722 -2.839
56 H -3.035 2.878 9.557
57 O 5.703 1.910 4.414
58 C 8.708 -2.686 -4.737
59 C -2.040 3.738 7.725
60 C -2.647 -2.642 1.425
61 H -3.488 1.347 -1.249
62 H 5.219 -2.634 -5.799
63 H -1.441 6.727 -4.677
64 H 8.613 -3.332 -6.778
65 H -1.089 -5.248 8.189
66 H -1.581 -4.483 -0.761
67 H -6.553 -6.846 1.294
68 C 5.415 -1.779 -5.151
69 H -5.489 -10.132 -0.314
70 H -2.014 -6.640 -5.063
71 C -0.288 6.146 -7.383
72 H -1.533 7.991 -3.404
73 H -1.122 8.883 -6.535
74 C 9.100 -1.505 -3.861
75 C 4.312 2.062 4.695
76 C 6.251 -2.240 -3.931
77 H 0.169 9.573 -3.017
78 C 5.365 -3.067 -2.972
79 N 0.499 8.200 -6.160
80 H -1.078 -6.970 -3.920
81 H 7.918 -1.802 -6.492
82 C -6.358 -7.582 0.514
83 C 1.385 5.914 -4.518
84 C -5.535 -8.778 1.068
85 C 8.097 -0.457 -3.708
86 H -9.084 2.062 4.630
87 H -2.550 -4.226 9.960
88 H 0.037 0.088 -1.485
89 H 5.990 1.062 4.761
90 C -11.001 1.785 3.445
91 H -3.247 -1.734 1.484
92 C -3.076 -6.259 8.041
93 H 4.451 -1.310 -4.955
94 H 2.526 6.674 -8.413
95 C -1.222 7.764 -4.424
96 H -11.606 0.921 3.170
97 H -3.539 -4.237 7.141
98 O 2.314 -3.842 4.917
99 H 0.602 -1.802 0.316
100 H -11.623 2.516 3.961
101 C 6.853 -1.017 -3.136
102 H -1.035 -0.694 -3.244
103 C -0.465 -0.127 0.679
104 N 7.371 -3.155 -4.217
105 H -1.530 1.654 6.591
106 H -0.221 -1.724 1.846
107 H -0.676 5.603 -6.521
108 H 7.033 -4.932 -4.229
109 C 1.158 7.295 -3.892
110 H -10.705 2.325 2.546
111 H 1.984 5.115 -6.428
112 H 0.037 10.415 -4.639
113 O -1.991 -7.050 -4.199
114 H -0.997 6.866 -7.790
115 O 6.990 -4.278 -4.930
116 H -4.296 0.004 -1.246
117 C 9.679 -3.829 -4.474
118 H -1.320 2.527 9.487
119 H 6.098 -0.231 -3.124
120 H 3.820 1.285 4.109
121 H -3.233 2.095 6.876
122 H 9.822 -4.115 -3.432
123 C -2.130 -0.430 -1.286
124 H 4.074 4.083 3.702
125 C -2.903 -4.681 7.907
126 H -9.243 0.472 2.117
127 H 2.474 8.130 -7.741
128 O -9.958 0.433 5.028
129 O -1.482 -4.480 7.769
130 H 9.410 -4.764 -4.965
131 C -3.264 -4.031 9.159
132 H 8.412 0.402 -3.117
133 H -9.711 -0.429 4.686
134 H -4.295 -4.271 9.420
135 C 0.483 9.607 -4.060
136 H -0.567 -4.425 0.569
137 O -0.238 9.119 -6.825
138 H 6.926 -1.294 -2.085
139 H 2.900 6.514 -6.020
140 O -3.296 -2.493 -1.413
141 H -3.664 -8.645 -0.034
142 H -1.032 4.065 7.472
143 H -3.946 -6.554 8.627
144 H 2.120 7.759 -3.675
145 C -9.624 1.325 4.036
146 O -2.975 4.798 7.396
147 H 10.649 -3.535 -4.876
148 H -5.713 -8.817 2.142
149 O -6.039 -9.957 0.453
150 C -2.071 3.277 9.241
151 H -7.366 -7.900 0.250
152 H -2.980 5.294 8.218
153 H -8.173 1.626 2.758
154 H 2.917 -4.062 5.627
155 H -1.218 0.218 1.387
156 H -1.930 8.162 -5.151

Summary:
Orbital gap: 0.2972 hartree
SMILES: CC1(C)CCCC(C)(C)N1O.CC1(C)CCCC(C)(C)N1O.CC1(C)CCCC(C)(C)N1O.CC(C)O.CC(C)O.CC(C)O.CC(C)O.CC(C)O.O.O
Spin multiplicity: 1
E_HOMO: -0.293 hartree
Electronic energy: -70127.064 eV

=====

(3)
Here is an isolated ion of composition C2H2BO5 and charge -1 from the OMol25 dataset. Energies are from ωB97M-V/def2-TZVPD.

Cartesian coordinates (Å):
1 O 3.643 1.039 -0.036
2 C 2.521 0.609 0.106
3 O -0.464 -0.011 -0.730
4 O 2.870 -2.018 -0.206
5 H -0.039 0.214 -1.553
6 B 0.469 -0.124 0.334
7 O 1.426 1.280 0.364
8 C 1.946 -0.761 0.047
9 H -0.968 0.033 1.618
10 O -0.103 -0.373 1.585

Summary:
Orbital gap (alpha / beta): 0.3067 / 0.3067 hartree
Charge: -1
Spin multiplicity: 1
E_HOMO (alpha / beta): -0.191 / -0.191 hartree
Electronic energy: -13022.062 eV

=====

(4)
Here is CHNaO2 as an isolated structure from the OMol25 dataset. Energies are from ωB97M-V/def2-TZVPD.

Cartesian coordinates (Å):
1 Na -0.348 -1.552 0.216
2 O 1.433 0.352 0.132
3 H -2.447 0.463 0.032
4 O -1.918 -0.263 -0.292
5 C 1.590 1.466 -0.053

Summary:
Orbital gap: 0.2530 hartree
Spin multiplicity: 1
E_HOMO: -0.277 hartree
Electronic energy: -9563.863 eV

=====

In order of appearance, relative energy (zero: lowest compared OMol25 entry of this formula, charge and spin) = 285.4, 381.8, 291.1, 0.0 kJ/mol.
In order of appearance, maximum force = 10.350, 4.843, 9.978, 1.527 eV/Å.